15 unconnected molecules or ions with the total composition C60H90O30, computed with wB97M-V/def2-TZVPD.

CARTESIAN COORDINATES (ANGSTROEM)
1 O -13.844 -8.515 -5.497
2 C -14.740 -8.080 -6.237
3 O -15.545 -7.069 -5.906
4 C -16.494 -6.815 -6.897
5 C -15.875 -7.406 -8.135
6 C -15.085 -8.605 -7.620
7 H -16.773 -5.761 -6.921
8 H -17.373 -7.377 -6.580
9 H -15.115 -6.780 -8.604
10 H -16.627 -7.767 -8.837
11 H -14.153 -8.727 -8.173
12 H -15.643 -9.529 -7.473
13 O -9.251 -10.969 -11.679
14 C -10.219 -10.519 -11.068
15 O -10.462 -9.187 -10.903
16 C -11.613 -8.935 -10.232
17 C -12.359 -10.246 -10.065
18 C -11.318 -11.355 -10.452
19 H -12.137 -8.112 -10.719
20 H -11.239 -8.622 -9.258
21 H -13.297 -10.206 -10.619
22 H -12.585 -10.378 -9.006
23 H -11.773 -12.110 -11.093
24 H -10.933 -11.908 -9.596
25 O -15.696 -11.207 -9.604
26 C -16.402 -11.222 -10.596
27 O -16.448 -10.221 -11.399
28 C -17.368 -10.497 -12.490
29 C -18.122 -11.751 -12.212
30 C -17.248 -12.417 -11.081
31 H -16.784 -10.725 -13.382
32 H -18.066 -9.689 -12.711
33 H -18.062 -12.422 -13.069
34 H -19.169 -11.591 -11.953
35 H -16.622 -13.169 -11.562
36 H -17.874 -12.929 -10.351
37 O -10.057 -9.747 -5.944
38 C -9.993 -8.726 -6.559
39 O -9.282 -8.575 -7.631
40 C -9.075 -7.208 -8.015
41 C -9.861 -6.363 -6.920
42 C -10.714 -7.394 -6.166
43 H -9.506 -7.006 -8.996
44 H -8.014 -6.974 -8.100
45 H -10.479 -5.521 -7.231
46 H -9.142 -5.962 -6.205
47 H -11.730 -7.356 -6.558
48 H -10.757 -7.289 -5.082
49 O -4.481 -13.212 -12.336
50 C -5.135 -13.765 -11.472
51 O -5.904 -14.886 -11.830
52 C -6.779 -15.147 -10.691
53 C -6.010 -14.578 -9.432
54 C -5.242 -13.373 -9.966
55 H -7.115 -16.182 -10.631
56 H -7.697 -14.578 -10.839
57 H -5.399 -15.353 -8.969
58 H -6.849 -14.332 -8.782
59 H -4.259 -13.295 -9.501
60 H -5.829 -12.462 -9.850
61 O -9.371 -13.157 -8.357
62 C -8.586 -12.563 -7.610
63 O -7.666 -11.758 -8.104
64 C -6.701 -11.322 -7.183
65 C -7.029 -12.207 -5.994
66 C -8.465 -12.733 -6.125
67 H -6.711 -10.244 -7.021
68 H -5.684 -11.494 -7.533
69 H -6.821 -11.734 -5.034
70 H -6.383 -13.078 -6.103
71 H -9.170 -12.034 -5.675
72 H -8.594 -13.757 -5.775
73 O -10.504 -18.388 -5.348
74 C -9.879 -17.571 -6.067
75 O -10.018 -17.440 -7.406
76 C -9.009 -16.621 -8.023
77 C -7.933 -16.694 -7.045
78 C -8.653 -16.849 -5.755
79 H -9.551 -15.675 -8.027
80 H -8.901 -17.041 -9.023
81 H -7.266 -15.836 -7.123
82 H -7.326 -17.547 -7.346
83 H -8.985 -15.857 -5.449
84 H -7.933 -17.319 -5.085
85 O -13.445 -8.505 -13.803
86 C -13.400 -9.701 -13.964
87 O -14.411 -10.478 -13.694
88 C -14.048 -11.797 -13.933
89 C -12.993 -11.784 -15.003
90 C -12.308 -10.492 -14.712
91 H -14.922 -12.345 -14.282
92 H -13.767 -12.346 -13.034
93 H -13.371 -11.888 -16.020
94 H -12.246 -12.566 -14.873
95 H -12.022 -9.896 -15.578
96 H -11.555 -10.446 -13.926
97 O -12.329 -15.241 -5.445
98 C -12.538 -14.066 -5.692
99 O -13.504 -13.726 -6.644
100 C -13.482 -12.350 -6.907
101 C -12.184 -11.777 -6.275
102 C -11.879 -12.785 -5.126
103 H -14.319 -11.946 -6.336
104 H -13.558 -12.124 -7.970
105 H -12.328 -10.757 -5.919
106 H -11.423 -11.887 -7.048
107 H -12.519 -12.516 -4.286
108 H -10.860 -12.895 -4.754
109 O -12.397 -5.426 -8.450
110 C -12.462 -5.253 -9.628
111 O -13.366 -5.882 -10.421
112 C -13.027 -5.778 -11.840
113 C -12.433 -4.386 -11.781
114 C -11.672 -4.270 -10.502
115 H -13.884 -5.855 -12.509
116 H -12.336 -6.588 -12.076
117 H -13.267 -3.686 -11.824
118 H -11.838 -4.114 -12.653
119 H -11.645 -3.247 -10.127
120 H -10.716 -4.690 -10.815
121 O -3.716 -10.477 -12.384
122 C -4.571 -10.095 -11.534
123 O -4.186 -9.651 -10.420
124 C -5.184 -8.826 -9.802
125 C -6.566 -9.303 -10.389
126 C -6.147 -9.956 -11.679
127 H -5.052 -7.775 -10.058
128 H -5.166 -9.023 -8.730
129 H -7.237 -8.449 -10.492
130 H -7.031 -9.992 -9.684
131 H -6.288 -9.344 -12.570
132 H -6.563 -10.959 -11.770
133 O -9.876 -11.576 -16.114
134 C -9.191 -12.463 -15.634
135 O -8.668 -13.473 -16.438
136 C -8.007 -14.446 -15.646
137 C -7.718 -13.801 -14.300
138 C -8.707 -12.612 -14.225
139 H -7.054 -14.772 -16.063
140 H -8.640 -15.321 -15.502
141 H -6.707 -13.440 -14.113
142 H -8.002 -14.462 -13.481
143 H -8.317 -11.663 -13.857
144 H -9.549 -12.969 -13.633
145 O -14.418 -14.239 -12.185
146 C -13.646 -14.509 -11.303
147 O -12.420 -14.930 -11.602
148 C -11.712 -15.451 -10.450
149 C -12.423 -14.835 -9.347
150 C -13.852 -14.501 -9.814
151 H -10.664 -15.163 -10.365
152 H -11.730 -16.541 -10.447
153 H -11.973 -13.908 -8.990
154 H -12.502 -15.459 -8.458
155 H -14.229 -13.519 -9.528
156 H -14.565 -15.277 -9.535
157 O -18.642 -6.731 -11.055
158 C -18.123 -6.885 -12.120
159 O -18.787 -6.889 -13.174
160 C -17.917 -7.116 -14.287
161 C -16.471 -7.404 -13.767
162 C -16.572 -7.021 -12.242
163 H -17.939 -6.170 -14.828
164 H -18.346 -7.892 -14.921
165 H -15.697 -6.806 -14.249
166 H -16.133 -8.436 -13.864
167 H -16.108 -6.101 -11.885
168 H -16.173 -7.863 -11.676
169 O -13.120 -18.002 -14.018
170 C -12.825 -17.251 -14.949
171 O -12.151 -17.656 -15.990
172 C -11.768 -16.511 -16.775
173 C -12.120 -15.288 -15.898
174 C -13.119 -15.837 -14.907
175 H -12.401 -16.613 -17.656
176 H -10.719 -16.424 -17.061
177 H -12.500 -14.472 -16.513
178 H -11.282 -14.926 -15.302
179 H -14.128 -15.510 -15.160
180 H -12.987 -15.608 -13.850

Output
HOMO: -9.66 eV
net charge: 0
calculated total energy: -125104.23096 eV
orbital gap: 0.3573 Ha
energy relative to the best compared isomer or geometry (same formula, charge and spin): 4.491 eV

These are the Löwdin partial charges, in e, on atoms 1 to 2:
1 O 0.06
2 C -0.45